No. 1
The following is a DFT calculation (the ωB97M-V functional and the def2-TZVPD basis) of a molecular structure, C30H72F18N3O24S6Y in a non-equilibrium geometry.

XYZ file:
```
154
C30H72F18N3O24S6Y (the ωB97M-V functional and the def2-TZVPD basis)
Y 0.6633 -3.4255 -2.5023
C -2.5793 -8.7141 -3.9475
F -1.3590 -8.9816 -3.4660
F -2.7295 -9.5448 -4.8459
F -3.4759 -8.8354 -2.9851
S -2.5295 -6.9006 -4.6891
O -1.1627 -6.5676 -4.6971
O -3.2260 -7.0213 -5.9907
N -2.9433 -5.7619 -3.4383
S -4.5120 -5.7643 -3.6729
O -4.9318 -4.6339 -4.4675
O -5.1287 -7.0394 -3.9685
C -5.2365 -5.3343 -1.9773
F -6.4207 -5.9307 -1.8524
F -4.3465 -5.7651 -1.0408
F -5.3534 -3.9482 -1.8858
C -0.2666 2.7763 -1.8903
F -0.0780 2.2786 -3.1353
F 0.8692 2.8699 -1.2090
F -0.8078 3.9638 -2.0453
S -1.4215 1.5515 -0.9215
O -2.3309 2.1743 0.0217
O -2.1138 0.7272 -1.9278
N -0.2369 0.3914 -0.3658
S 0.1083 1.0732 1.0469
O 1.3841 0.6555 1.6404
O -0.0908 2.5481 1.2248
C -1.1857 0.1748 2.2258
F -1.4530 0.9231 3.3175
F -2.2906 -0.0946 1.5837
F -0.6256 -0.9804 2.7068
C 7.1557 -2.1557 -2.2683
F 6.3298 -2.4188 -1.2599
F 7.3009 -0.8038 -2.4373
F 8.3034 -2.7341 -2.0928
S 6.2627 -2.7675 -3.9103
O 5.4830 -1.6226 -4.4346
O 7.2892 -3.3858 -4.7383
N 4.9963 -3.9694 -3.3381
S 5.8169 -5.3306 -3.2938
O 7.1268 -5.3423 -2.6694
O 4.9409 -6.2965 -2.7232
C 5.8753 -5.8651 -5.2249
F 5.4189 -7.1689 -5.3195
F 5.0749 -5.1009 -5.8341
F 7.1526 -5.6603 -5.7899
C 4.7071 -6.4292 6.1387
C 4.5296 -5.2318 5.2050
O 4.7350 -5.5524 3.8614
H 4.7209 -6.1691 7.1971
H 5.6089 -6.9751 5.8616
H 4.0056 -7.2300 5.9049
H 5.3021 -4.5484 5.5579
H 3.6342 -4.6215 5.3230
H 5.6539 -5.8303 3.8654
C -1.7037 7.2700 -10.2283
C -2.4138 6.1125 -9.4546
O -2.1044 4.8453 -9.9987
H -0.6204 7.2131 -10.1218
H -1.9963 8.2053 -9.7511
H -1.8380 7.1654 -11.3050
H -3.4879 6.2763 -9.3684
H -2.1154 6.0629 -8.4074
H -2.9052 4.3312 -9.8723
C 0.4320 -2.3799 -9.3436
C -0.2257 -1.7677 -8.0816
O 0.6036 -1.9171 -6.9574
H 0.7558 -3.4078 -9.1802
H 1.2903 -1.8130 -9.7044
H -0.2553 -2.3616 -10.1894
H -1.1019 -2.4133 -8.0217
H -0.5529 -0.7562 -8.3221
H 1.3369 -1.3560 -7.2201
C 0.3649 -8.8882 1.9140
C -0.4326 -7.6461 1.8264
O 0.4435 -6.6977 1.1742
H -0.2769 -9.6994 2.2578
H 1.2663 -8.7434 2.5093
H 0.6430 -9.1568 0.8949
H -0.8284 -7.2551 2.7637
H -1.3171 -7.8568 1.2252
H 1.1496 -6.5840 1.8146
C -8.4446 1.3489 -8.0116
C -7.5243 2.0264 -6.9957
O -6.1219 1.4536 -7.1494
H -9.5013 1.5989 -7.9174
H -8.3133 0.2687 -8.0759
H -8.1473 1.7291 -8.9890
H -7.8887 1.8500 -5.9837
H -7.3226 3.0923 -7.1017
H -5.9622 0.8893 -6.3894
C -6.0414 -5.4434 6.5149
C -6.7791 -5.1236 7.7938
O -8.1863 -4.9954 7.6789
H -6.4696 -6.3207 6.0301
H -5.0023 -5.6534 6.7685
H -6.0853 -4.6015 5.8239
H -6.3435 -4.1608 8.0612
H -6.5188 -5.8504 8.5633
H -8.4956 -4.6739 8.5290
C 1.6325 5.7275 6.9233
C 2.3720 6.4331 8.0668
O 2.6942 5.5367 9.0245
H 0.6486 5.2986 7.1134
H 2.2143 4.9729 6.3939
H 1.5001 6.4297 6.1002
H 1.7435 7.2346 8.4550
H 3.1970 6.9555 7.5826
H 3.4201 6.0907 9.3206
C 1.2389 10.5078 -0.6001
C 0.3661 11.6746 -0.8985
O 0.3150 12.3287 0.3197
H 2.2169 10.8023 -0.2194
H 1.5682 10.0119 -1.5132
H 0.8386 9.7514 0.0750
H -0.5811 11.4113 -1.3692
H 0.8744 12.2357 -1.6826
H -0.4682 11.9403 0.7165
C -1.5740 0.2683 12.3914
C -1.5743 1.3885 11.3289
O -1.2441 2.6138 11.9649
H -2.2666 -0.5187 12.0928
H -1.8639 0.5045 13.4152
H -0.5850 -0.1626 12.5470
H -2.5789 1.5157 10.9255
H -1.0480 1.1722 10.3992
H -0.3000 2.6953 11.8112
C 6.6660 1.0294 8.0987
C 7.2575 1.4292 6.7646
O 8.3021 2.3113 6.7764
H 7.3988 0.3749 8.5707
H 5.7701 0.4136 8.0184
H 6.3638 1.8656 8.7291
H 6.4189 1.7719 6.1585
H 7.4704 0.5110 6.2171
H 9.1089 1.8981 7.0925
C 5.0245 2.3950 -9.7393
C 3.8465 3.2899 -9.8626
O 2.9142 2.7968 -10.7721
H 4.6966 1.4134 -9.3974
H 5.8119 2.8075 -9.1083
H 5.4741 2.3453 -10.7310
H 4.0680 4.3402 -10.0523
H 3.3369 3.3610 -8.9017
H 2.0289 3.1336 -10.6157
C -4.8476 5.8296 6.9782
C -4.5688 7.2048 6.3891
O -3.8688 7.9803 7.2884
H -5.7856 5.9247 7.5252
H -3.9485 5.5141 7.5075
H -4.8965 5.0605 6.2073
H -5.5347 7.6473 6.1456
H -3.9981 7.1282 5.4636
H -3.8415 7.5330 8.1375
```

For the HOMO-LUMO gap, the calculation gives 0.0690 Ha. The total charge is 0.



No. 2
The following is a DFT calculation (the ωB97M-V functional and the def2-TZVPD basis) of 14 unconnected molecules or ions with the total composition C30H72N15O29 in a non-equilibrium geometry.

XYZ file:
```
146
C30H72N15O29 (the ωB97M-V functional and the def2-TZVPD basis)
C -1.8609 2.9519 -0.4851
C -1.4676 1.4285 -0.0091
N -2.5099 0.3764 -0.3159
C -3.2078 -0.1435 0.9218
C -2.0980 -1.0326 1.8022
C -1.2685 -1.9793 0.7235
C -0.9448 -3.4946 1.3503
C -0.1051 -3.4514 2.7577
O -0.4473 -4.6605 3.5668
C -1.8118 -4.4778 4.1607
C -2.0419 -3.4024 5.3949
O -2.8674 -5.1705 3.6886
C -4.4549 -1.1743 0.6236
C -5.9443 -0.4951 0.6974
C -7.0253 -1.7587 0.5164
C -6.2764 0.5168 -0.5927
N -6.2952 0.1549 2.0153
O -7.3143 1.0283 1.8537
C -5.1064 0.7686 2.7161
C -5.6244 2.2287 3.3464
C -4.7533 -0.1735 4.0166
C -3.8297 1.1262 1.7541
H -2.5492 2.9744 -1.4322
H -0.8285 3.5305 -0.6420
H -2.3967 3.4598 0.4476
H -0.4926 1.1173 -0.6195
H -1.1396 1.4943 1.1119
H -3.1805 0.7960 -1.0035
H -2.6292 -1.7676 2.5510
H -1.4078 -0.3200 2.4259
H -1.9298 -2.1982 -0.2450
H -0.2658 -1.4089 0.4696
H -0.2864 -4.0304 0.5346
H -1.9820 -4.0347 1.4048
H -0.2352 -2.4695 3.3822
H 1.0462 -3.5553 2.5075
H -2.6450 -2.4914 4.9228
H -2.6665 -3.9089 6.2450
H -0.9722 -3.0592 5.7419
H -4.4543 -2.0900 1.3555
H -4.2948 -1.6137 -0.4695
H -6.8384 -2.4598 1.4641
H -6.7595 -2.4130 -0.4236
H -8.1425 -1.4000 0.4954
H -7.4548 0.6512 -0.7250
H -5.9036 0.0362 -1.6026
H -5.8475 1.5961 -0.4313
H -4.7122 2.6293 4.0040
H -5.7954 3.0454 2.5185
H -6.5220 2.1071 4.0943
H -5.5257 -1.0743 4.0353
H -4.9347 0.4695 5.0049
H -3.6430 -0.5389 4.0737
H -2.9895 1.6868 2.3792
H -4.1942 1.9274 0.9501
C 1.9823 -3.8732 -2.5258
N 0.7570 -3.1162 -2.1527
O -0.2887 -3.7624 -2.0188
O 0.8795 -1.8947 -2.0048
H 1.7286 -4.9310 -2.6220
H 2.3392 -3.4741 -3.4775
H 2.7167 -3.7234 -1.7318
C -2.7572 5.0908 -4.6099
N -2.6412 3.6091 -4.5411
O -2.0707 3.0419 -5.4801
O -3.1260 3.0573 -3.5464
H -2.2901 5.4394 -5.5334
H -3.8205 5.3390 -4.5980
H -2.2435 5.5023 -3.7387
C 3.0314 -1.2288 1.8331
N 4.0121 -2.0174 1.0395
O 5.1654 -2.0932 1.4788
O 3.5964 -2.5382 -0.0022
H 3.5318 -0.8306 2.7183
H 2.6690 -0.4181 1.1977
H 2.2208 -1.9024 2.1186
C 1.0584 -0.8023 7.8167
N 0.7528 -0.7796 6.3607
O -0.4391 -0.7936 6.0323
O 1.7183 -0.7483 5.5887
H 0.1199 -0.8290 8.3743
H 1.6506 -1.6980 8.0152
H 1.6198 0.1048 8.0497
C 6.0452 1.0614 -1.1714
N 4.9092 1.6857 -0.4410
O 4.8805 2.9207 -0.3885
O 4.0785 0.9183 0.0590
H 6.6942 1.8507 -1.5566
H 6.5851 0.4297 -0.4630
H 5.6267 0.4723 -1.9900
C 0.7845 2.5011 -4.7605
N 2.1768 1.9768 -4.7486
O 2.6928 1.7161 -5.8415
O 2.7124 1.8418 -3.6422
H 0.4409 2.5680 -5.7949
H 0.1649 1.8039 -4.1927
H 0.8002 3.4886 -4.2947
C -6.4696 6.3802 -1.9603
N -5.4889 5.5916 -2.7540
O -4.3356 5.5158 -2.3147
O -5.9046 5.0708 -3.7957
H -5.9691 6.7784 -1.0751
H -6.8319 7.1909 -2.5958
H -7.2802 5.7066 -1.6749
C 9.7828 3.6519 -0.3289
N 9.3579 2.2402 -0.5297
O 9.1073 1.5752 0.4822
O 9.2879 1.8396 -1.6974
H 9.8002 3.8668 0.7416
H 10.7801 3.7603 -0.7602
H 9.0580 4.2898 -0.8387
C 7.1912 1.5175 -5.6440
N 7.1727 2.6753 -4.7098
O 8.0147 3.5624 -4.8911
O 6.3133 2.6608 -3.8207
H 7.9937 1.6623 -6.3703
H 7.3661 0.6178 -5.0504
H 6.2208 1.4815 -6.1434
C -8.4451 -3.4928 -3.7325
N -8.4636 -2.3350 -2.7983
O -7.6216 -1.4479 -2.9797
O -9.3229 -2.3494 -1.9093
H -7.6426 -3.3480 -4.4589
H -8.2702 -4.3925 -3.1390
H -9.4154 -3.5288 -4.2319
C -4.6787 -3.9333 8.2069
N -4.3583 -3.9462 9.6598
O -3.5348 -3.1178 10.0652
O -4.9426 -4.7878 10.3522
H -4.0952 -3.1469 7.7234
H -4.4152 -4.9128 7.8026
H -5.7481 -3.7368 8.1071
C 8.1798 -2.4940 0.2284
N 7.8742 -2.4713 -1.2276
O 6.6823 -2.4853 -1.5560
O 8.8396 -2.4401 -1.9996
H 7.2413 -2.5208 0.7861
H 8.7720 -3.3897 0.4269
H 8.7412 -1.5870 0.4614
C 11.8581 1.0648 -6.5793
N 10.4953 1.0485 -7.1760
O 9.6020 0.4866 -6.5318
O 10.3609 1.6003 -8.2744
H 11.8295 0.5463 -5.6186
H 12.5281 0.5535 -7.2736
H 12.1467 2.1093 -6.4453
```

For the HOMO-LUMO gap (spin up / spin down), the calculation gives 0.2885 / 0.2890 Ha. As for the spin multiplicity: 2. The total charge is 0. Its expectation value of S² is 0.7545.



Number 1: E_tot -7380.34333 hartree. Number 2: E_tot -4187.92633 hartree.